Record 1
66
Properties=species:S:1:pos:R:3:forces:R:3 method="wB97M-V/def2-TZVPD" de_lowest_kj_mol=25.5 total_energy_ev=-123816.054 charge=0 homo_ha=-0.318
Ir 1.539 0.216 1.448 0.2 1.0 0.4
O 3.176 1.777 4.339 -0.1 0.0 0.1
Cl 3.209 0.566 3.623 0.1 -0.2 -0.3
O 4.144 -0.360 4.129 0.1 0.0 0.1
O 3.473 0.832 2.171 0.0 0.1 0.3
O 1.838 -0.067 3.583 0.1 -0.3 -0.2
C -2.311 -4.572 1.767 0.0 0.0 0.0
C -1.453 -3.935 2.651 0.0 0.0 0.0
C -0.964 -2.671 2.352 0.0 0.0 0.1
C -1.335 -2.042 1.170 0.0 0.1 0.1
C -2.211 -2.672 0.293 0.0 0.0 -0.1
C -2.692 -3.939 0.591 0.0 0.0 0.0
As -0.627 -0.278 0.793 -0.2 -0.4 -0.2
C -1.058 -0.013 -1.055 0.0 0.2 0.0
C -0.317 -0.381 -2.163 -0.1 -0.1 0.0
C -0.817 -0.089 -3.426 0.1 0.0 0.0
C -2.032 0.570 -3.563 0.0 0.0 0.0
C -2.750 0.974 -2.446 0.0 0.0 0.0
C -2.256 0.696 -1.178 0.0 0.1 -0.1
C -2.842 1.170 0.097 0.0 0.0 0.1
C -4.018 1.898 0.227 0.0 0.0 0.0
C -4.433 2.317 1.483 0.0 0.0 0.0
C -3.689 2.019 2.616 0.0 0.0 0.0
C -2.515 1.284 2.501 0.0 0.0 0.0
C -2.103 0.870 1.248 -0.1 -0.1 -0.1
H -2.686 -5.562 1.994 0.0 0.0 0.0
H -1.157 -4.423 3.571 0.0 0.0 0.0
H -0.285 -2.182 3.042 0.0 0.0 0.0
H -2.505 -2.189 -0.631 0.0 0.0 0.0
H -3.364 -4.434 -0.098 0.0 0.0 0.0
H 0.635 -0.882 -2.054 0.0 0.0 0.0
H -0.251 -0.373 -4.303 0.0 0.0 0.0
H -2.412 0.793 -4.551 0.0 0.0 0.0
H -3.674 1.524 -2.571 0.0 0.0 0.0
H -4.611 2.146 -0.644 0.0 0.0 0.0
H -5.347 2.888 1.579 0.0 0.0 0.0
H -4.021 2.359 3.587 0.0 0.0 0.0
H -1.930 1.046 3.381 0.0 0.0 0.0
C -0.014 3.428 -1.645 0.0 0.0 0.0
Si 1.522 3.074 -0.641 0.2 -0.2 0.3
C 3.000 3.024 -1.787 0.0 0.0 0.0
C 1.723 4.390 0.673 0.0 0.2 -0.2
O 1.415 1.655 0.164 -0.2 -0.4 -0.3
H 0.061 4.413 -2.113 0.0 0.0 0.0
H -0.913 3.430 -1.023 0.0 0.0 0.0
H -0.156 2.692 -2.440 0.0 0.0 0.0
H 3.055 3.926 -2.402 0.0 0.0 0.0
H 2.933 2.166 -2.461 0.0 0.0 0.0
H 3.936 2.938 -1.231 0.0 0.0 0.0
H 1.796 5.377 0.205 0.0 0.0 0.1
H 2.625 4.231 1.266 0.0 0.0 0.0
H 0.867 4.405 1.351 0.0 0.0 0.0
C 2.276 -1.716 1.325 0.0 0.0 0.0
C 2.301 -2.141 -0.101 0.0 0.0 -0.1
C 1.402 -3.085 -0.600 0.1 0.0 0.1
C 1.417 -3.445 -1.940 0.0 0.0 0.0
C 2.327 -2.861 -2.810 0.0 0.0 0.0
C 3.231 -1.922 -2.326 0.0 0.0 0.0
C 3.221 -1.571 -0.986 -0.1 0.0 0.0
H 3.291 -1.678 1.730 0.0 0.1 0.0
H 1.713 -2.426 1.931 -0.1 0.1 0.0
H 0.694 -3.553 0.074 0.0 0.0 0.0
H 0.713 -4.183 -2.306 0.0 0.0 0.0
H 2.337 -3.140 -3.855 0.0 0.0 0.0
H 3.952 -1.469 -2.995 0.0 0.0 0.0
H 3.929 -0.840 -0.611 0.0 0.0 0.0


Record 2
159
Properties=species:S:1:pos:R:3:forces:R:3 method="wB97M-V/def2-TZVPD" de_lowest_kj_mol=125.7 s2=0.799 spin_multiplicity=2 total_energy_ev=-188721.229 charge=-2 homo_ha="-0.102 / -0.102"
Rb 0.096 0.748 1.793 0.0 -0.3 0.3
C 7.293 3.175 0.009 0.0 0.0 0.0
C 5.905 2.792 -0.427 -0.1 0.0 0.0
C 5.677 1.823 -1.402 0.1 0.1 0.1
C 4.392 1.491 -1.777 -0.2 0.0 0.0
C 3.252 2.081 -1.186 0.3 0.2 0.0
N 1.980 1.696 -1.523 -0.3 -0.5 -0.4
C 1.651 1.440 -2.807 0.4 -0.8 0.7
C 2.347 2.037 -3.894 1.0 -1.2 -0.5
C 2.047 1.769 -5.207 0.1 -0.2 -0.2
C 1.009 0.893 -5.525 0.3 -0.2 0.1
C 0.652 0.569 -6.947 0.1 0.0 -0.1
C 0.270 0.343 -4.485 0.3 -0.7 -0.1
C 0.545 0.593 -3.154 -0.1 -0.1 0.2
N -0.263 -0.047 -2.189 0.3 -0.3 0.0
C -0.997 -1.197 -2.358 0.2 0.1 0.1
C -1.737 -1.362 -1.223 0.1 0.2 0.1
C -1.396 -0.251 -0.407 -0.3 -0.5 -0.5
N -0.499 0.512 -0.989 0.0 -0.2 -0.1
C 3.500 3.020 -0.151 -0.3 -0.1 -0.1
C 4.799 3.374 0.179 0.1 0.1 0.0
N 2.447 3.643 0.577 0.1 0.0 -0.1
C 2.431 4.915 1.074 -0.1 -0.1 -0.1
C 1.244 5.069 1.735 -0.1 0.0 0.0
C 0.593 3.823 1.598 0.1 0.3 -0.1
N 1.328 2.972 0.908 0.2 0.5 -0.2
H 7.668 4.020 -0.575 0.0 0.0 0.0
H 7.988 2.343 -0.119 0.0 0.0 0.0
H 7.296 3.465 1.061 0.0 0.0 0.0
H 6.519 1.314 -1.864 -0.1 0.0 0.0
H 4.232 0.717 -2.520 0.0 0.1 0.0
H 3.126 2.751 -3.655 0.2 -0.3 -0.1
H 2.605 2.262 -5.997 0.0 0.0 0.0
H 1.322 1.072 -7.646 0.0 0.0 0.0
H -0.374 0.880 -7.165 0.3 -0.1 -0.1
H 0.716 -0.508 -7.128 0.0 0.0 0.0
H -0.569 -0.294 -4.739 0.1 0.1 0.1
H -0.906 -1.817 -3.236 0.0 0.1 0.0
H -2.456 -2.137 -1.009 0.1 0.0 0.0
H -1.808 0.027 0.555 -0.4 -0.2 -0.3
H 4.954 4.081 0.986 0.0 -0.1 0.0
H 3.243 5.602 0.905 0.0 -0.1 0.0
H 0.889 5.951 2.244 0.0 -0.1 0.0
H -0.389 3.537 1.956 0.1 0.0 0.0
C -5.739 -1.582 3.106 0.1 0.0 -0.1
C -4.478 -2.073 2.378 -0.1 -0.2 0.1
C -4.848 -3.212 1.423 0.1 0.1 0.0
C -3.396 -2.462 3.370 0.1 0.1 -0.1
C -3.393 -3.732 3.939 0.0 0.0 0.1
C -2.436 -4.101 4.873 0.0 0.1 0.0
C -1.443 -3.196 5.215 0.0 -0.1 0.0
C -1.391 -1.927 4.646 0.0 0.0 0.1
C -0.278 -0.966 5.014 -0.1 -0.1 0.3
C 1.024 -1.663 5.416 0.1 0.0 -0.1
C -0.724 -0.018 6.135 0.0 0.2 -0.1
C -2.395 -1.528 3.739 -0.1 0.0 0.1
N -2.370 -0.261 3.130 0.0 0.3 -0.4
C -3.098 0.695 3.688 0.0 -0.4 0.4
O -3.661 0.634 4.812 0.0 0.0 -0.4
C -3.328 2.000 2.905 0.0 0.1 0.0
C -4.031 2.988 3.593 0.1 0.1 0.0
C -4.375 4.158 2.937 0.1 -0.1 -0.1
C -4.050 4.285 1.598 0.0 -0.1 0.1
C -3.352 3.255 0.970 0.1 0.1 0.0
N -2.960 2.149 1.622 0.0 -0.1 0.1
C -3.163 3.401 -0.544 -0.8 0.1 -0.7
O -3.937 4.242 -1.103 0.5 -0.3 0.4
N -2.318 2.585 -1.113 -0.1 0.2 0.3
C -2.225 2.427 -2.480 -0.2 0.0 -0.1
C -3.046 1.478 -3.154 0.0 0.1 0.1
C -2.859 1.241 -4.512 -0.1 0.0 0.0
C -1.873 1.895 -5.235 -0.3 0.5 0.0
C -1.053 2.802 -4.579 -0.5 0.5 -0.1
C -1.208 3.079 -3.224 -0.1 0.0 -0.2
C -0.331 4.096 -2.527 0.1 0.1 -0.2
C 1.024 4.294 -3.208 -0.3 0.4 0.3
C -1.059 5.443 -2.414 0.0 0.0 0.1
C -4.133 0.739 -2.392 -0.1 0.0 -0.2
C -4.402 -0.667 -2.939 0.1 0.0 0.0
C -5.447 1.534 -2.390 0.0 0.0 0.1
H -6.476 -1.205 2.386 0.1 0.0 0.1
H -6.191 -2.412 3.663 0.0 0.1 0.0
H -5.496 -0.787 3.812 0.0 0.0 0.0
H -4.082 -1.246 1.789 0.0 0.1 0.0
H -5.379 -4.012 1.948 0.0 0.0 -0.1
H -5.515 -2.838 0.641 0.0 0.0 0.0
H -3.961 -3.643 0.948 -0.1 0.0 0.0
H -4.158 -4.451 3.658 0.0 0.1 0.0
H -2.457 -5.089 5.321 0.0 0.0 0.0
H -0.685 -3.492 5.936 0.0 0.1 -0.1
H -0.079 -0.359 4.132 0.0 0.0 0.1
H 0.960 -2.056 6.436 0.0 0.0 -0.1
H 1.264 -2.495 4.747 0.0 0.1 0.1
H 1.855 -0.953 5.388 -0.1 0.0 0.0
H -0.818 -0.580 7.072 0.0 0.0 -0.1
H 0.020 0.775 6.279 -0.1 -0.1 0.0
H -1.692 0.433 5.909 0.1 0.0 0.0
H -4.290 2.799 4.622 0.0 0.0 0.1
H -4.919 4.943 3.453 0.0 0.0 0.0
H -4.346 5.135 1.003 0.0 0.0 -0.1
H -3.496 0.522 -5.023 0.1 0.1 0.1
H -1.728 1.685 -6.292 -0.2 0.1 0.2
H -0.265 3.294 -5.142 -0.1 0.0 0.1
H -0.166 3.720 -1.517 0.0 -0.1 0.2
H 0.912 4.796 -4.175 0.0 0.0 0.0
H 1.662 4.926 -2.584 0.0 0.1 0.1
H 1.537 3.337 -3.369 -1.1 2.1 0.3
H -1.146 5.900 -3.408 0.0 0.0 0.1
H -2.064 5.313 -2.005 0.1 0.0 0.0
H -0.499 6.130 -1.765 0.0 -0.1 -0.1
H -3.787 0.648 -1.360 0.0 0.1 0.0
H -4.952 -0.624 -3.886 0.0 0.0 0.1
H -3.471 -1.219 -3.106 -0.3 0.1 0.0
H -5.012 -1.234 -2.229 0.0 0.0 0.0
H -5.847 1.586 -3.411 0.0 0.0 0.1
H -6.195 1.045 -1.750 0.1 0.0 -0.1
H -5.289 2.551 -2.030 0.0 0.0 0.0
Cl 4.976 -0.040 4.329 -0.1 0.1 -0.1
Ge 3.989 1.541 2.939 0.3 -0.1 0.1
Cl 1.986 1.678 4.049 0.2 0.1 0.5
Cl 4.967 3.416 3.898 0.0 -0.1 -0.1
C 3.975 -1.517 0.676 -0.1 0.0 0.1
C 3.359 -2.860 1.101 -0.1 0.0 0.1
C 3.246 -2.866 2.629 0.0 0.0 0.0
C 4.290 -3.980 0.637 0.0 -0.1 0.1
P 1.592 -2.898 0.401 0.4 -0.1 -0.1
C 2.030 -3.219 -1.367 0.0 0.1 0.0
C 2.085 -4.442 -2.035 0.0 0.0 -0.1
C 2.484 -4.520 -3.365 0.0 0.0 0.1
C 2.878 -3.378 -4.050 0.0 0.0 0.0
C 2.840 -2.150 -3.401 0.0 0.0 0.0
C 2.393 -2.075 -2.086 0.0 0.0 -0.1
C 0.723 -4.448 1.024 -0.1 0.1 0.0
C 0.136 -4.068 2.395 0.0 -0.1 0.0
C -0.475 -4.656 0.083 0.0 -0.1 0.0
C 1.519 -5.747 1.177 -0.1 0.0 0.0
H 4.875 -1.330 1.269 0.0 0.0 0.0
H 3.291 -0.680 0.848 0.0 0.0 0.0
H 4.258 -1.515 -0.377 0.0 0.0 0.0
H 2.499 -2.146 2.977 0.1 0.0 0.0
H 2.978 -3.856 3.010 0.0 0.1 0.0
H 4.197 -2.573 3.080 0.0 0.0 0.0
H 5.292 -3.796 1.045 -0.1 0.0 0.0
H 4.370 -4.010 -0.452 0.0 0.0 0.0
H 3.963 -4.963 0.986 0.1 0.1 0.0
H 1.816 -5.358 -1.528 0.0 0.0 0.0
H 2.500 -5.483 -3.863 0.0 0.0 0.0
H 3.210 -3.442 -5.081 0.0 0.0 0.1
H 3.141 -1.245 -3.923 -0.1 -0.1 0.1
H 2.316 -1.108 -1.600 0.0 0.0 0.0
H -0.375 -3.102 2.361 0.0 -0.1 0.0
H 0.902 -4.015 3.170 -0.1 0.0 -0.1
H -0.604 -4.813 2.708 0.1 0.0 0.0
H -1.068 -3.742 0.021 0.0 0.0 0.0
H -1.115 -5.447 0.491 0.0 0.0 0.0
H -0.178 -4.939 -0.928 -0.1 0.0 0.1
H 2.216 -5.686 2.017 -0.1 0.0 -0.1
H 2.086 -6.020 0.286 0.0 0.0 0.1
H 0.817 -6.563 1.391 0.0 0.0 0.0


Record 3
6
Properties=species:S:1:pos:R:3:forces:R:3 method="wB97M-V/def2-TZVPD" de_lowest_kj_mol=239.6 total_energy_ev=-11230.552 charge=0 homo_ha=-0.321
C -0.751 0.104 -0.001 3.8 -1.7 0.1
O 0.941 -0.876 0.048 -4.1 1.0 0.0
I 2.532 0.185 -0.035 0.5 0.7 -0.1
H -0.519 0.926 0.654 0.0 0.1 0.1
H -1.392 -0.664 0.383 -0.1 -0.2 0.1
H -0.812 0.324 -1.050 -0.1 0.0 -0.2


Record 4
57
Properties=species:S:1:pos:R:3:forces:R:3 method="wB97M-V/def2-TZVPD" de_lowest_kj_mol=2440.5 total_energy_ev=-229348.532 charge=0 homo_ha=-0.294
Zn 6.958 -6.109 -5.601 -0.3 0.1 0.5
Zn 2.373 -6.555 -0.064 0.0 0.0 -0.7
Zn -1.286 -4.721 -5.728 0.1 0.0 0.4
S -0.295 -2.691 -1.519 1.6 1.4 1.7
O -1.619 -2.556 -0.971 -1.9 0.3 0.5
O -0.431 -2.904 -2.934 -0.3 -0.3 -3.1
O 0.456 -1.456 -1.216 -0.4 -0.9 -0.2
O 0.351 -3.886 -1.025 1.0 -1.0 0.8
S 2.333 -7.806 -4.755 0.9 -0.8 -0.5
O 3.661 -7.341 -5.123 1.0 0.2 -0.4
O 2.007 -9.070 -5.378 0.2 -1.6 -0.1
O 2.351 -7.839 -3.292 0.1 -0.3 1.7
O 1.296 -6.922 -5.175 -2.2 2.5 -0.6
S 5.814 -3.539 -1.677 2.2 1.2 0.3
O 5.142 -4.595 -1.015 -1.5 -2.9 1.7
O 5.043 -2.329 -1.643 -0.3 1.2 -0.6
O 7.123 -3.330 -1.028 -0.1 0.2 0.5
O 6.117 -3.955 -3.041 -0.3 -0.1 -2.2
O 5.533 -11.186 -2.924 0.3 -0.2 0.0
H 5.314 -10.391 -2.438 -0.1 0.2 0.1
H 4.863 -11.242 -3.606 -0.2 0.0 -0.2
O 1.360 -9.877 -10.792 0.2 0.2 -0.1
H 1.318 -9.986 -9.842 -0.1 0.0 0.3
H 0.950 -10.668 -11.143 -0.1 -0.2 -0.1
O 4.710 -8.730 1.092 -0.3 0.1 -0.2
H 5.637 -8.520 0.981 0.3 0.1 -0.1
H 4.660 -9.144 1.953 -0.1 -0.1 0.2
O 0.124 -8.731 0.604 0.3 0.3 0.0
H -0.675 -8.916 0.110 -0.2 0.0 -0.2
H 0.107 -9.355 1.329 0.1 -0.2 0.2
O 0.172 -3.183 -8.182 -0.1 -0.1 0.3
H -0.250 -2.653 -8.859 -0.2 0.2 -0.1
H 0.855 -3.667 -8.646 0.2 -0.2 -0.1
O -1.190 -10.483 -7.242 -0.2 0.2 -0.1
H -0.975 -11.346 -7.596 0.0 -0.2 -0.1
H -0.368 -10.164 -6.870 0.3 0.2 0.3
O 4.449 -10.577 -8.691 0.3 -0.1 0.0
H 3.796 -10.411 -8.011 -0.2 0.1 0.3
H 4.108 -10.131 -9.466 -0.1 0.1 -0.3
O 0.114 -12.118 -2.649 0.0 -0.3 0.2
H 0.536 -11.724 -3.412 0.2 0.2 -0.2
H -0.576 -11.499 -2.410 -0.1 0.1 0.0
O 6.202 -4.896 -8.396 0.1 -0.1 0.4
H 6.708 -4.712 -9.188 0.2 0.0 -0.2
H 5.317 -5.076 -8.714 -0.3 -0.1 0.0
O 7.797 -8.778 -7.178 0.0 0.4 0.1
H 8.538 -9.381 -7.222 0.2 -0.1 0.0
H 7.041 -9.306 -7.434 -0.4 -0.2 -0.1
O -2.736 -6.151 -3.168 0.0 0.1 -0.4
H -2.682 -7.062 -2.879 0.1 -0.2 0.0
H -2.830 -5.648 -2.359 0.0 0.3 0.2
O -2.663 -6.747 -7.850 0.1 0.3 0.2
H -3.235 -6.746 -8.618 -0.1 0.1 -0.2
H -2.525 -7.673 -7.654 0.1 -0.4 0.1
O 8.202 -7.662 -2.915 -0.1 0.1 -0.3
H 8.504 -7.356 -2.059 0.0 0.3 0.2
H 8.553 -8.550 -2.989 0.0 -0.3 -0.1